[1]
The following is a quantum chemistry calculation of C14H26F3N2O8PS3 in the gas phase, from the Open Molecules 2025 dataset.

As for the HOMO energy: -8.12 eV. The HOMO-LUMO gap comes out at 8.7047 eV. Its charge is 0.

Last column: natural (NBO) charge in e.
Element x y z (Å)
C 0.14479 -0.70545 -1.25084  -0.46
C 0.55918 1.34162 0.18242  -0.20
H 1.98077 -4.40300 1.43236  0.25
O -1.32405 0.90259 2.42867  -0.73
S -2.72008 1.13656 -1.29858  2.18
H -2.05046 -2.27137 2.26471  0.25
C -2.30271 1.06797 1.39277  0.23
P -2.85655 -1.40474 0.18568  0.89
C 1.73778 3.84739 -0.57246  0.75
H 2.28572 -3.92995 -0.27289  0.22
C 4.39494 -0.05644 0.22251  -0.62
H 3.96334 -1.96496 -0.73398  0.18
H -2.39264 2.12667 1.15150  0.18
O -0.59065 3.13604 3.21264  -0.90
H -3.74545 -2.62956 -1.65737  0.24
C 1.68293 -3.74967 0.61516  -0.76
H -2.32709 3.25871 -2.14737  0.28
H 3.78784 0.67682 0.75171  0.21
H 0.64594 -3.99577 0.36637  0.25
H -0.56777 -1.51040 -1.39895  0.24
H -0.09832 -0.51189 0.83811  0.25
H 3.97485 -1.99293 1.01619  0.20
H -2.55302 -1.49102 -2.28467  0.27
S 1.15664 2.22528 -1.29402  2.08
N -3.51346 0.56930 1.99928  -0.85
C -2.76252 -2.19342 -1.48304  -0.98
H 4.59466 0.35010 -0.76650  0.22
O 0.09833 2.55345 -2.19560  -0.90
F 2.49062 3.63543 0.50936  -0.31
F 0.73270 4.65538 -0.27004  -0.30
H -1.99928 -3.46105 0.95769  0.24
H 5.34637 -0.17142 0.74258  0.22
C -1.75837 -2.42847 1.22693  -0.96
O 1.39906 -2.03695 2.21142  -0.54
F 2.48164 4.41896 -1.51673  -0.30
H 2.24447 -0.84006 -1.81317  0.23
C -0.33770 0.10161 -0.03225  -0.19
H -4.33872 0.86646 1.49383  0.39
H 0.09460 -0.10842 -2.16137  0.25
H 1.48054 0.97410 0.64956  0.27
C -2.46304 2.89231 -1.13216  -0.90
O -0.03048 2.36189 0.98082  -0.74
H -0.68074 -2.31022 1.13114  0.21
H -3.54742 0.89208 2.95822  0.38
N 2.17724 -1.28870 0.20523  -0.55
C 1.56141 -1.34196 -1.13252  -0.23
S -0.09914 1.94486 2.58110  1.81
H -2.01934 -2.99542 -1.53120  0.21
H 1.48511 -2.37575 -1.49090  0.18
C -1.90111 0.27985 0.08537  -0.59
O 2.34415 1.58246 -1.76363  -0.91
C 3.66379 -1.39598 0.15392  -0.21
O -2.14323 0.70812 -2.54340  -0.95
H -3.37366 3.29992 -0.69754  0.25
O -4.13222 0.92652 -1.08154  -0.96
C 1.72368 -2.31926 1.09968  0.74
H -1.60382 3.15184 -0.52421  0.26

***

[2]
The following is a quantum chemistry calculation of 3 unconnected molecules or ions with the total composition C14H26F3N4O7, from the Open Molecules 2025 dataset.

As for the HOMO energy: -11.94 eV. The HOMO-LUMO gap comes out at 8.5016 eV. Its charge is +1.

Last column: natural (NBO) charge in e.
Element x y z (Å)
H -2.08057 -5.59574 -3.99560  0.19
O -1.13082 1.64140 -4.43828  -0.50
C 0.23607 0.63368 6.01693  0.29
F 2.62117 -0.56380 0.45385  -0.31
O -1.46721 -3.39039 -2.43093  -0.66
C -2.98967 2.92855 -7.07610  -0.26
H 0.17827 -1.87208 -1.36867  0.19
C -0.44938 -3.72442 -2.98174  0.99
H -3.40859 2.02904 -7.52368  0.19
C -1.33019 0.90129 -3.22331  -0.07
H 1.35823 -4.43661 -0.17358  0.22
H -3.76161 3.46391 -6.52848  0.20
H -1.62791 -1.10863 -2.53435  0.23
H 1.89978 2.57308 3.92125  0.18
H 1.50229 2.28909 1.60225  0.20
H -2.30245 -3.99778 -4.75359  0.20
O 0.79023 -3.44394 -2.57681  -0.49
H 0.06336 -0.26928 5.44878  0.25
N -0.45524 3.21071 8.15635  -0.78
C 2.65520 1.77229 3.89419  -0.08
H -1.43893 3.40577 8.23411  0.44
C 1.73001 0.41866 0.62626  0.96
N 1.25148 2.36435 6.76739  -0.36
O 2.30390 0.85292 2.89032  -0.52
H 1.88886 -2.28786 -1.33685  0.19
H -1.41469 -5.27696 -5.61317  0.20
H 3.62474 2.25001 3.71738  0.20
H 0.16651 3.63603 8.82230  0.42
N -0.63037 1.23174 6.81597  -0.45
H -2.14558 1.34659 -2.65292  0.19
H -0.40950 1.04291 -2.65793  0.18
O -0.36784 -4.42616 -4.10693  -0.49
N 1.39644 1.27123 5.96918  -0.14
H -0.34567 -3.99006 -0.13373  0.23
C -1.62938 -4.84447 -4.64119  -0.26
H -2.57804 3.56606 -7.85238  0.20
C 0.66826 -3.59259 -0.14807  -0.64
H 3.46898 1.30070 5.85324  0.23
C 0.00597 2.30019 7.29089  0.58
H -2.51014 -0.72320 -4.00991  0.23
F 1.53780 1.01743 -0.55375  -0.31
H 3.19173 1.82984 1.30123  0.21
H 0.83341 -3.02947 0.77118  0.21
C -2.24277 1.93872 -5.11050  0.98
F 0.56461 -0.10753 1.00003  -0.31
H 2.68187 -0.05708 5.02926  0.27
H -0.76728 -0.98823 -4.08141  0.21
C 2.62585 1.01393 5.22246  -0.25
O -3.36747 1.67242 -4.77445  -0.65
O -1.89479 2.59159 -6.21817  -0.49
C -1.57377 -0.57047 -3.47461  -0.65
C 0.88368 -2.70288 -1.35477  -0.07
H 1.97811 3.05103 6.90418  0.45
C 2.21306 1.45448 1.61690  -0.15

***

[3]
The following is a quantum chemistry calculation of a molecular structure, C14H26F5O18PS5Si2 in a non-equilibrium geometry, from the Open Molecules 2025 dataset.

As for the HOMO energy: -8.14 eV. The HOMO-LUMO gap comes out at 8.2816 eV. Its charge is 0.

Last column: Löwdin charge in e.
Element x y z (Å)
S 2.06240 -0.02112 -4.61372  0.60
O 1.20422 0.85942 -5.32440  -0.22
F 3.72318 1.06590 1.56480  0.16
H -3.52517 2.77009 3.22955  0.07
O -4.16601 -1.39069 -1.54996  -0.17
S -3.34287 -0.48300 -0.53178  0.61
F 1.67707 3.04820 2.47617  0.07
O -3.15977 -1.20388 0.67225  -0.23
O -0.35966 0.75207 3.73958  -0.32
H 2.02944 1.87929 -2.40023  0.14
H -0.85514 -0.90411 5.72745  0.03
H 3.53719 1.16896 -1.78104  0.14
H -4.18882 0.99194 4.87399  0.12
O -5.51198 5.79200 0.44270  -0.22
H -4.22173 1.33246 2.52189  0.08
H 6.63343 -5.84262 -3.68719  0.14
C -1.97892 -1.47921 -2.35054  -0.15
H -5.34086 4.25837 -2.51807  0.13
H 7.15466 -4.27855 -4.35459  0.14
O -2.78712 -0.34738 4.24235  -0.24
H -3.69770 -0.76430 -3.45529  0.14
C 2.35322 -0.63488 6.23316  0.09
O 3.34893 -3.32281 -2.94030  -0.22
C -3.36882 1.71460 3.06474  -0.08
C 1.84066 0.21744 5.57012  -0.19
C -3.21643 1.02193 4.39356  -0.29
O 1.24886 -0.58078 -3.34806  -0.20
H 2.92319 -1.32841 6.79741  0.04
C 2.50392 0.89296 2.10138  -0.55
H -1.32628 -2.03598 1.69625  -0.08
O 2.74016 -1.08654 -5.24665  -0.22
O -5.78305 3.59175 -0.62544  -0.18
H -2.47655 1.56768 2.46632  0.07
H -2.57518 1.58979 5.06922  0.10
Si -1.17910 -0.58284 4.33376  0.27
O 4.80516 -2.07940 -4.50204  -0.21
S 4.61082 -3.10704 -3.55469  0.60
C 6.48295 -4.17511 -2.29556  -0.16
C -5.05782 3.44163 -1.85018  -0.17
O 5.72533 -2.96370 -2.40612  -0.19
H 0.55179 2.62445 5.23887  0.03
H -5.30277 2.49071 -2.31433  0.13
S -1.60724 -3.93598 3.70102  0.01
C 6.44703 -4.77286 -3.68601  -0.16
O -1.96870 -0.44746 -1.34398  -0.19
H -3.67570 -2.52624 -3.21872  0.14
H -1.31885 -1.21203 -3.16777  0.13
H 0.61382 -2.47803 2.79553  -0.07
F 2.46722 -0.35180 2.63621  0.12
H -3.26967 2.57836 -1.00758  0.09
O -3.58756 4.54260 -0.41522  -0.18
C 2.16307 1.96810 3.15595  -0.46
O 5.11942 -4.50106 -4.15350  -0.18
C 2.68867 1.00936 -2.43985  -0.15
Si 0.93045 1.39460 4.53506  0.56
H 5.99080 -4.82502 -1.56936  0.13
F 3.31012 2.37501 3.77731  0.07
P -0.77552 -2.31501 2.95706  0.23
C 1.94068 -0.26892 -2.13175  -0.16
H 7.49229 -3.95516 -1.95964  0.14
C -3.42802 -1.56943 -2.76925  -0.15
H -1.63359 -2.40761 -1.89230  0.14
O -3.88651 0.83142 -0.52999  -0.23
H -2.95689 3.81540 -2.26640  0.14
O 3.13197 0.84170 -3.79446  -0.18
S -4.95541 4.48931 0.40436  0.60
C -3.60630 3.52772 -1.44318  -0.16
O -4.75822 3.73259 1.58881  -0.23
F 1.57843 0.92866 1.12079  0.14
H 1.23255 -0.15061 -1.31597  0.12
H 2.62155 -1.09045 -1.90587  0.12

***

[4]
The following is a quantum chemistry calculation of a molecular structure, C14H26MnN2OS2 in a non-equilibrium geometry, from the Open Molecules 2025 dataset.

Its spin multiplicity is 6. As for the HOMO energy (spin up / spin down): -14.56 / -14.83 eV. The HOMO-LUMO gap (spin up / spin down) comes out at 8.7516 / 8.6457 eV. Its relative energy (zero: lowest compared OMol25 entry of this formula, charge and spin) is 17.0 kcal/mol. As for the expectation value of S²: 8.755. Its charge is +2.

Last column: natural (NBO) charge in e.
Element x y z (Å)
H 1.91622 -4.34575 3.38006  0.27
S 2.43236 0.72945 -0.38496  0.23
C 1.80559 2.16342 -1.31197  -0.55
H -0.98971 1.90758 -1.57150  0.39
O -0.20977 -1.47232 -1.26248  -0.80
H -3.11468 -0.09037 -5.14972  0.21
H 3.79183 2.15130 0.96891  0.26
H -2.21072 3.34485 -0.30075  0.24
H -2.30474 1.15884 3.63704  0.26
C 0.59455 2.90012 -0.74607  -0.23
C 1.23700 -1.15331 2.45193  0.04
H 2.09092 -1.93441 4.23434  0.26
H -0.74906 -2.12150 -5.28026  0.20
H -3.46285 1.85897 1.28711  0.27
C 1.01881 -3.70948 1.49132  -0.20
N 0.71852 -1.37846 1.21285  -0.60
H 0.33553 3.75395 -1.39579  0.24
H 1.58145 1.79782 -2.32283  0.24
Mn -0.01587 0.05365 0.02172  1.35
H 0.89367 -4.67430 1.02534  0.25
H 2.66884 2.83302 -1.36952  0.27
C 2.93659 1.50444 1.19625  -0.74
N -0.59851 2.00420 -0.63241  -0.73
H -0.93024 -3.31843 -0.60909  0.24
H 2.15128 2.08495 1.69972  0.22
C 1.56936 -3.51292 2.76206  -0.10
H -1.41847 0.21042 -5.87650  0.20
C 0.59676 -2.63224 0.72635  0.18
H -0.93762 0.01642 3.68867  0.26
H -0.71647 1.61251 2.92633  0.21
H 0.70894 -3.35767 -1.27751  0.24
S -2.06444 0.00674 1.55750  0.24
C 0.02269 -2.78580 -0.64298  -0.11
C -2.10350 -0.47319 -5.35320  -0.38
H -1.22824 2.95752 1.14112  0.21
H -3.16895 1.04349 -0.26619  0.25
H -2.44586 -2.41895 -4.54780  0.20
C 1.67370 -2.20698 3.24490  -0.23
H 3.27095 0.70766 1.87273  0.26
H 0.82775 3.28121 0.25441  0.21
H 1.27256 -0.09254 2.76063  0.22
H 0.10528 -1.45281 -2.17457  0.53
C -1.74335 -1.72293 -5.02949  -0.42
C -2.68695 1.44518 0.63491  -0.55
C -1.42960 0.79167 3.08747  -0.74
C -1.69156 2.53500 0.24190  -0.23

***

[5]
The following is a quantum chemistry calculation of 2 unconnected molecules or ions with the total composition C14H26N3O5 in a non-equilibrium geometry, from the Open Molecules 2025 dataset.

As for the HOMO energy: -4.94 eV. The HOMO-LUMO gap comes out at 7.5586 eV. Its charge is -1.

Last column: natural (NBO) charge in e.
Element x y z (Å)
H -1.05074 -2.84461 3.74007  0.24
H -2.78230 0.23211 -0.30116  0.47
C -0.94087 -1.02151 5.71832  0.69
H 3.41900 2.76836 -5.18674  0.19
N -2.58318 0.58402 -1.25050  -0.84
H 0.82610 1.50990 -1.99757  0.21
C -0.03553 -4.75801 2.23846  -0.42
H -1.57201 -3.04915 5.97108  0.21
H 0.23646 2.23207 -4.90703  0.19
H 2.39905 3.32763 -3.04058  0.20
C 1.76749 3.38111 -3.93360  -0.39
H 0.34438 -5.66484 1.76727  0.20
H -0.63177 -1.98150 1.32333  0.23
H -2.81930 -1.94778 5.33586  0.27
N 1.08173 -3.90225 2.64152  -0.61
C -2.43077 -1.19727 2.14772  0.78
C 1.00814 -2.68285 3.18753  0.67
H -2.36769 -1.87724 7.04954  0.22
C 0.92865 2.10996 -4.06715  -0.38
C 0.13623 1.81379 -2.79343  -0.38
H -2.89466 1.51200 -1.49961  0.36
H -0.37225 -0.11732 -3.63214  0.22
O -0.66753 -0.16638 6.55064  -0.67
H 1.10229 4.24445 -3.82749  0.19
H 2.54256 5.70701 -5.24450  0.20
O -0.87690 -0.84060 -1.27729  -0.64
O -2.90207 -0.34899 1.35767  -0.80
H 0.43348 -0.36318 4.46250  0.41
H -1.68174 1.06669 -3.70388  0.20
C -0.86472 0.69080 -3.08267  -0.48
N -0.28204 -1.06409 4.56339  -0.59
H 2.01882 -4.22721 2.46672  0.40
H 2.03637 3.42094 -6.07854  0.19
C 2.64652 3.54434 -5.17783  -0.39
H 3.93439 5.06771 -4.33955  0.20
H -0.67443 -4.23479 1.52314  0.22
O -3.12832 -1.93936 2.87417  -0.78
H -0.63433 -5.03192 3.10886  0.20
C 3.30266 4.91970 -5.22109  -0.60
H -0.40039 2.70600 -2.45399  0.19
O 2.05209 -2.08742 3.44960  -0.66
H 3.92644 5.01191 -6.11549  0.20
H -0.42417 -0.40023 2.05385  0.22
C -1.43038 0.10726 -1.80061  0.67
H 1.58021 1.25762 -4.28859  0.20
C -1.99857 -2.05312 6.04207  -0.72
C -0.90757 -1.37073 2.18307  -0.51
C -0.36884 -2.04304 3.46465  -0.14

***

[6]
The following is a quantum chemistry calculation of a molecular structure, C14H26N3PV, from the Open Molecules 2025 dataset.

Its spin multiplicity is 4. As for the HOMO energy (spin up / spin down): -15.19 / -15.61 eV. The HOMO-LUMO gap (spin up / spin down) comes out at 8.8436 / 9.2299 eV. As for the expectation value of S²: 3.762. Its charge is +2.

Last column: natural (NBO) charge in e.
Element x y z (Å)
H -1.27162 0.19606 4.57538  0.25
H -0.49387 -2.09673 -0.38252  0.40
H -0.35027 3.22493 0.12426  0.22
C 0.28381 -0.39979 3.21361  -0.29
H 3.71038 -2.28660 0.00376  0.28
H 2.09198 -2.98617 0.01686  0.24
N -1.90769 0.97454 0.87038  -0.70
H -2.17461 1.34214 1.77836  0.40
H 0.95208 -1.07483 -1.83193  0.22
H 0.74030 -3.55747 2.03879  0.24
H -1.22733 0.97184 -2.45094  0.21
C 0.88918 -1.45589 2.50796  -0.38
H 0.42475 0.97777 -3.00396  0.25
H 3.34759 0.37573 3.10739  0.26
C -0.09814 -0.78480 -1.89628  -0.23
H -2.57404 -0.88709 1.53389  0.23
H -2.29761 -2.05528 4.64885  0.25
N 0.15652 1.50502 -0.95180  -0.69
H -2.68460 -1.98604 -0.62956  0.25
C -0.85531 -0.61468 3.99108  -0.19
C -2.70255 -0.26324 0.64640  -0.23
C -1.42163 -1.87668 4.03979  -0.18
V 0.14859 0.23514 0.81051  1.16
C -0.84564 -2.92596 3.32480  -0.16
C -2.12808 2.03387 -0.15602  -0.25
N -0.72829 -1.13186 -0.59477  -0.70
H -2.73663 2.84205 0.24888  0.25
H -2.69824 1.60941 -0.98098  0.21
C 0.29288 -2.72155 2.56236  -0.20
C 2.85940 -2.52933 0.64114  -0.93
H -1.27897 -3.91590 3.38181  0.25
H -2.52196 -0.48483 -1.49839  0.21
H 4.48105 -0.16734 1.86703  0.27
H 3.95159 -1.29802 3.13192  0.27
H 1.06638 1.92582 -1.11367  0.41
C -0.80325 2.60126 -0.64980  -0.23
H 3.18725 -3.24553 1.39536  0.27
H -3.76827 -0.04289 0.54543  0.23
P 2.27627 -0.99464 1.41209  0.85
H -0.54934 -1.34182 -2.72090  0.23
C -2.21583 -1.00296 -0.59091  -0.25
H 0.78373 0.57209 3.27325  0.22
H -0.97418 3.23873 -1.52050  0.24
C -0.21092 0.71009 -2.16056  -0.25
C 3.64108 -0.47306 2.49134  -0.92